98
Properties=species:S:1:pos:R:3:lowdin_charge:R:1 method="wB97M-V/def2-TZVPD" charge=+1 e_tot_ha=-4469.65328
Rh -0.124 -0.264 0.064 1.243
C 5.147 -1.120 -2.883 -0.074
C 4.981 0.232 -2.185 -0.183
C 3.948 0.197 -1.105 -0.118
C 4.118 0.114 0.243 -0.119
C 5.389 0.006 1.022 -0.184
C 5.684 -1.431 1.456 -0.074
C 2.796 0.060 0.829 -0.235
N 1.852 0.073 -0.160 -0.018
C 2.522 0.175 -1.347 -0.208
C 1.912 0.296 -2.582 0.071
C 0.577 0.044 -2.852 -0.212
C -0.046 0.126 -4.150 -0.123
C 0.584 0.722 -5.367 -0.183
C 0.450 2.248 -5.374 -0.075
C -1.309 -0.367 -4.012 -0.130
C -1.466 -0.726 -2.625 -0.269
C -2.604 -1.269 -2.055 0.023
C -2.831 -1.435 -0.699 -0.254
N -2.014 -0.951 0.289 -0.050
C -2.637 -1.202 1.480 -0.214
C -2.160 -0.804 2.718 0.070
C -0.892 -0.325 2.987 -0.207
N 0.117 -0.261 2.067 -0.004
C 1.249 0.089 2.746 -0.218
C 2.511 0.141 2.181 0.046
C 0.944 0.277 4.147 -0.118
C -0.387 0.026 4.296 -0.118
C -1.225 0.114 5.532 -0.183
C -2.090 1.376 5.561 -0.076
C 1.929 0.746 5.169 -0.180
C 2.236 2.240 5.033 -0.075
C -3.886 -1.886 1.240 -0.119
C -4.005 -2.034 -0.109 -0.121
C -5.065 -2.752 -0.881 -0.183
C -4.652 -4.179 -1.245 -0.072
C -4.789 -2.394 2.318 -0.182
C -4.246 -3.658 2.989 -0.074
N -0.305 -0.468 -1.941 -0.022
C -2.355 -0.532 -5.070 -0.186
C -2.349 -1.938 -5.675 -0.075
H 5.912 -1.067 -3.657 0.077
H 4.213 -1.439 -3.348 0.071
H 5.440 -1.890 -2.169 0.074
H 4.715 0.996 -2.921 0.112
H 5.935 0.545 -1.758 0.108
H 5.339 0.652 1.903 0.110
H 6.215 0.385 0.418 0.108
H 4.885 -1.822 2.089 0.073
H 6.617 -1.486 2.015 0.077
H 5.768 -2.086 0.588 0.074
H 2.544 0.564 -3.419 0.116
H 0.123 0.301 -6.262 0.112
H 1.640 0.447 -5.415 0.109
H 0.888 2.679 -6.274 0.077
H 0.953 2.683 -4.508 0.072
H -0.600 2.542 -5.331 0.078
H -3.406 -1.551 -2.726 0.117
H -2.828 -0.923 3.562 0.116
H 3.349 0.276 2.854 0.118
H -0.577 0.091 6.409 0.107
H -1.863 -0.771 5.605 0.113
H -1.470 2.271 5.482 0.074
H -2.657 1.438 6.490 0.077
H -2.797 1.390 4.730 0.070
H 2.855 0.171 5.083 0.114
H 1.539 0.541 6.166 0.107
H 2.638 2.469 4.044 0.065
H 2.965 2.559 5.777 0.077
H 1.330 2.834 5.169 0.075
H -5.299 -2.195 -1.792 0.109
H -5.986 -2.771 -0.296 0.109
H -3.759 -4.180 -1.873 0.073
H -5.448 -4.690 -1.786 0.078
H -4.426 -4.757 -0.348 0.072
H -5.773 -2.598 1.894 0.108
H -4.940 -1.615 3.070 0.113
H -4.138 -4.466 2.265 0.072
H -4.917 -3.998 3.778 0.078
H -3.265 -3.479 3.432 0.072
H -2.189 0.208 -5.855 0.111
H -3.341 -0.313 -4.653 0.111
H -1.374 -2.167 -6.108 0.080
H -3.100 -2.031 -6.459 0.077
H -2.557 -2.694 -4.915 0.071
Se -2.336 1.843 -0.847 1.299
N -0.756 1.577 -0.023 -0.316
C -0.053 2.715 -0.075 -0.291
C 1.217 2.966 0.512 -0.003
C 1.748 4.208 0.384 -0.033
C 1.078 5.264 -0.314 -0.053
C -0.146 5.074 -0.857 -0.005
C -0.753 3.785 -0.736 -0.364
N -1.963 3.508 -1.192 -0.204
H 1.724 2.187 1.061 0.087
H 2.708 4.418 0.836 0.116
H 1.558 6.231 -0.383 0.113
H -0.688 5.859 -1.365 0.123

60
Properties=species:S:1:pos:R:3:lowdin_charge:R:1 method="wB97M-V/def2-TZVPD" charge=+1 e_tot_ha=-3073.44310
C 1.003 2.843 -0.751 -0.038
C 0.951 1.294 -0.689 -0.180
N 1.430 0.914 0.665 0.144
C 1.696 -0.389 0.897 -0.385
N 1.446 -1.473 0.049 0.010
C 2.281 -1.528 -1.148 -0.097
O 3.488 -0.815 -0.842 0.037
C 4.486 -1.056 -1.738 -0.704
F 4.075 -0.978 -3.008 0.190
F 5.054 -2.248 -1.544 0.190
F 5.419 -0.123 -1.552 0.191
C 0.061 -1.841 -0.144 -0.520
F 0.094 -3.178 -0.469 0.094
F -0.492 -1.257 -1.227 0.129
C -0.825 -1.726 1.101 -0.114
C -1.733 -0.464 1.143 -0.208
Si -3.457 -0.699 0.353 0.613
C -4.601 0.617 1.128 -0.152
C -4.200 -2.395 0.691 -0.172
C -3.421 -0.294 -1.494 -0.273
C -3.823 -1.187 -2.469 -0.094
C -3.768 -0.842 -3.798 -0.080
C -3.300 0.394 -4.157 -0.090
C -2.893 1.300 -3.209 -0.088
C -2.963 0.950 -1.883 -0.135
N 2.214 -0.707 2.095 -0.454
I 2.641 -2.693 2.579 1.177
S 2.537 0.444 3.331 0.648
O 1.491 1.381 3.536 -0.201
O 2.812 -0.285 4.513 -0.285
C 4.148 1.249 2.832 -0.448
F 5.096 0.763 3.607 0.180
F 4.459 0.893 1.561 0.116
C 4.129 2.807 2.898 -0.569
F 3.574 3.330 1.804 0.181
F 3.576 3.262 4.007 0.211
F 5.414 3.190 2.906 0.193
H 1.899 3.251 -0.274 0.071
H 0.160 3.193 -0.140 0.089
H 0.826 3.217 -1.758 0.091
H 1.609 0.956 -1.493 0.120
H -0.086 1.031 -0.882 0.095
H 2.294 1.449 0.794 0.126
H 1.822 -1.054 -2.019 0.141
H 2.535 -2.569 -1.367 0.162
H -0.250 -1.802 2.029 0.083
H -1.468 -2.610 1.079 0.114
H -1.945 -0.278 2.206 0.086
H -1.262 0.450 0.771 0.058
H -5.588 0.161 1.232 0.034
H -4.187 0.924 2.094 0.028
H -4.642 1.480 0.458 0.027
H -5.240 -2.357 0.348 0.045
H -3.709 -3.184 0.110 0.034
H -4.185 -2.609 1.764 0.043
H -4.177 -2.157 -2.129 0.099
H -4.089 -1.554 -4.551 0.113
H -3.255 0.651 -5.211 0.112
H -2.523 2.279 -3.495 0.108
H -2.637 1.681 -1.142 0.101

16
Properties=species:S:1:pos:R:3:lowdin_charge:R:1 method="wB97M-V/def2-TZVPD" de_lowest_ev=2.079 e_tot_ha=-325.86116 smiles="[H]/N=C(/C)OC1CC1"
H 1.624 2.405 -0.563 0.061
N 2.216 1.579 -0.448 0.136
C 1.483 0.594 -0.135 -0.484
C 2.117 -0.755 0.078 -0.021
O 0.135 0.799 -0.037 -0.013
C -0.818 -0.102 0.469 -0.317
C -1.826 -0.678 -0.483 -0.086
C -2.199 0.467 0.424 -0.092
H 2.024 -1.123 1.106 0.081
H 1.708 -1.510 -0.600 0.086
H 3.178 -0.618 -0.141 0.080
H -0.510 -0.679 1.339 0.148
H -1.697 -0.457 -1.537 0.108
H -2.245 -1.657 -0.267 0.101
H -2.276 1.448 -0.037 0.110
H -2.881 0.297 1.251 0.102

36
Properties=species:S:1:pos:R:3:lowdin_charge:R:1 method="wB97M-V/def2-TZVPD" de_lowest_ev=13.482 e_tot_ha=-1847.77195 smiles="C=CCNC(=O)c1onc(CSc2cccc(Cl)c2)c1C(=O)O"
C 5.880 1.253 -1.560 0.024
C 6.559 0.687 -0.601 -0.170
C 5.851 0.160 0.539 -0.180
N 4.319 0.237 0.511 0.028
C 3.418 -0.910 0.241 -0.374
O 3.653 -2.005 0.391 0.140
C 1.888 -0.435 0.487 0.056
O 1.637 1.207 0.389 -0.001
N 0.400 1.141 0.279 -0.045
C -0.250 0.040 0.093 -0.257
C -1.761 -0.085 -0.024 -0.520
S -2.525 1.409 0.048 1.017
C -4.290 0.929 0.232 -0.509
C -5.101 1.843 0.277 -0.193
C -6.528 1.695 0.260 -0.115
C -6.854 0.560 -0.048 -0.233
C -6.069 -0.527 0.016 -0.713
Cl -6.602 -2.084 -0.251 0.758
C -4.719 -0.345 -0.150 -0.079
C 0.779 -0.996 0.078 -0.003
C 0.495 -2.657 0.098 -0.637
O -0.627 -2.665 -0.028 0.174
O 1.409 -3.357 0.233 0.248
H 6.376 1.610 -2.441 0.049
H 4.801 1.508 -1.723 0.083
H 7.460 0.523 -0.540 0.019
H 5.834 -1.037 0.438 0.164
H 6.125 0.518 1.521 0.115
H 3.933 1.331 0.498 0.205
H -1.975 -1.009 0.777 0.177
H -1.865 -0.575 -0.837 0.008
H -4.684 3.034 0.342 0.174
H -7.197 2.732 0.030 0.192
H -8.078 0.294 0.155 0.187
H -4.119 -1.081 -0.002 0.035
H 2.426 -2.942 0.272 0.175

8
Properties=species:S:1:pos:R:3:lowdin_charge:R:1 method="wB97M-V/def2-TZVPD" de_lowest_ev=1.633 e_tot_ha=-332.39781 smiles=F[C@@H]1N[C@H]1F
F 1.797 0.599 -0.127 -0.013
C 0.669 0.249 0.531 -0.196
N -0.105 -0.980 0.137 0.036
C -0.825 0.130 -0.443 -0.233
F -1.922 0.605 0.180 0.017
H 0.753 0.720 1.524 0.136
H 0.391 -1.767 -0.341 0.130
H -0.757 0.444 -1.459 0.124